58
Properties=species:S:1:pos:R:3 method="wB97M-V/def2-TZVPD" total_energy_ha=-4863.9239 e_above_lowest_kcal_mol=11.8 charge=-2 s2=0.77 spin_multiplicity=2 lumo_energy_ev="4.55 / 4.50"
Zn -0.239 -0.340 -0.724
C -2.733 1.980 -2.017
C -3.138 0.855 -1.150
N -2.341 0.066 -0.511
C -2.970 -0.898 0.207
C -4.348 -0.883 0.092
S -4.842 0.449 -0.925
C -2.156 -1.750 1.008
C -2.552 -2.741 1.888
S -1.171 -3.347 2.764
C -0.151 -2.239 1.834
N -0.816 -1.539 0.973
C 1.301 -2.128 2.081
H -1.653 1.945 -2.138
H -3.018 2.936 -1.571
H -3.202 1.886 -2.997
H -5.085 -1.499 0.561
H -3.533 -3.070 2.156
H 1.746 -3.104 2.275
H 1.481 -1.475 2.938
H 1.738 -1.666 1.193
C -0.414 5.034 2.990
C 0.839 4.182 3.135
O 1.123 3.512 1.931
P 0.562 1.974 1.669
S -0.885 1.529 2.911
S 0.346 2.051 -0.320
O 1.844 1.105 2.185
C 3.180 1.414 1.843
C 3.460 1.256 0.362
H -0.573 5.640 3.880
H -1.266 4.373 2.850
H -0.324 5.675 2.115
H 0.700 3.457 3.949
H 1.711 4.813 3.354
H 3.786 0.713 2.432
H 3.404 2.440 2.178
H 3.006 0.329 0.010
H 4.531 1.252 0.169
H 2.994 2.073 -0.181
C -2.233 -2.484 -2.983
C -1.507 -1.208 -3.485
O -1.700 -0.865 -4.650
O -0.747 -0.617 -2.669
H -2.327 -3.198 -3.801
H -3.228 -2.206 -2.637
H -1.694 -2.921 -2.145
C 2.366 -1.187 -2.991
C 2.265 -1.771 -1.573
C 1.707 -3.208 -1.639
O 1.576 -0.960 -0.707
H 2.899 -1.872 -3.654
H 2.891 -0.233 -2.963
H 1.367 -1.010 -3.377
H 3.310 -1.858 -1.181
H 0.753 -3.207 -2.160
H 1.555 -3.580 -0.629
H 2.404 -3.871 -2.156

---

52
Properties=species:S:1:pos:R:3 method="wB97M-V/def2-TZVPD" smiles="CC(C)Cc1nnc(NC(=O)CCC(=O)N2C[C@H](C)C[C@H](C)C2)s1" total_energy_ha=-1432.3247 e_above_lowest_kcal_mol=0.9 charge=0 lumo_energy_ev=0.65
C -5.194 -2.046 1.018
C -6.417 -1.231 0.611
C -7.582 -2.152 0.262
C -6.098 -0.323 -0.592
C -5.065 0.685 -0.260
N -5.288 1.752 0.418
N -4.216 2.508 0.628
C -3.144 2.016 0.101
N -1.921 2.625 0.179
C -0.792 2.096 -0.392
O -0.825 1.046 -0.994
C 0.436 2.953 -0.206
C 1.685 2.268 -0.758
C 2.614 1.854 0.382
O 2.389 2.182 1.535
N 3.713 1.150 0.042
C 4.567 0.621 1.087
C 4.379 -0.895 1.214
C 5.301 -1.459 2.290
C 4.640 -1.553 -0.142
C 3.765 -0.932 -1.233
C 4.059 -1.543 -2.599
C 4.005 0.584 -1.254
S -3.377 0.506 -0.739
H -4.850 -2.659 0.186
H -5.437 -2.702 1.850
H -4.378 -1.397 1.326
H -6.709 -0.586 1.446
H -7.831 -2.784 1.111
H -8.464 -1.576 -0.007
H -7.320 -2.794 -0.577
H -7.009 0.203 -0.886
H -5.754 -0.934 -1.428
H -1.888 3.490 0.700
H 0.588 3.123 0.866
H 0.258 3.919 -0.682
H 1.372 1.378 -1.310
H 2.231 2.928 -1.433
H 4.301 1.122 2.019
H 5.609 0.850 0.840
H 3.339 -1.081 1.502
H 5.095 -0.992 3.250
H 5.157 -2.532 2.390
H 6.342 -1.274 2.035
H 4.444 -2.625 -0.076
H 5.693 -1.423 -0.410
H 2.713 -1.106 -0.983
H 3.891 -2.617 -2.576
H 3.412 -1.112 -3.359
H 5.093 -1.364 -2.883
H 3.407 1.055 -2.030
H 5.062 0.777 -1.476

---

78
Properties=species:S:1:pos:R:3 method="wB97M-V/def2-TZVPD" total_energy_ha=-9185.5461 charge=+1 lumo_energy_ev=-8.08
C 0.820 4.805 -3.394
C -0.380 3.904 -2.663
Cl -1.826 3.463 -3.761
C -0.343 3.487 -1.219
Cl 1.178 4.078 -0.265
N -1.415 2.693 -0.505
C -1.599 1.303 -1.073
C -3.201 1.206 -1.543
O -4.072 2.108 -1.056
N -3.752 0.155 -2.481
C -4.087 0.767 -3.825
C -2.859 -1.061 -2.594
C -1.111 2.574 1.004
O -1.841 3.308 1.884
O -0.084 1.689 1.578
P 0.493 2.257 3.119
O -0.219 1.125 4.287
O 2.239 2.147 3.249
H 1.704 4.112 -3.794
H 0.413 5.419 -4.328
H 1.317 5.582 -2.674
H -1.486 0.452 -0.243
H -0.853 1.015 -1.927
H -5.075 0.281 -4.276
H -4.336 1.928 -3.723
H -3.216 0.627 -4.624
H -3.536 -1.958 -2.994
H -2.375 -1.402 -1.560
H -2.009 -0.930 -3.421
H -1.213 1.175 4.069
H 2.697 2.785 2.625
B -6.224 -3.098 -2.729
F -7.464 -2.649 -2.118
F -5.688 -2.043 -3.573
F -5.261 -3.422 -1.688
F -6.481 -4.281 -3.535
Cl -0.619 -1.899 0.950
C 0.754 -2.615 1.830
C 1.990 -1.730 1.782
Cl 2.695 -1.647 0.149
H 0.951 -3.604 1.405
H 0.432 -2.747 2.866
H 2.764 -2.137 2.440
H 1.768 -0.709 2.109
C -5.347 -3.383 1.867
Cl -6.695 -4.187 1.024
Cl -5.954 -2.612 3.355
Cl -4.105 -4.589 2.287
Cl -4.636 -2.143 0.804
Na -3.026 1.100 1.659
B 3.785 -3.775 -3.202
F 3.660 -2.328 -3.125
F 5.009 -4.192 -2.537
F 2.643 -4.395 -2.550
F 3.828 -4.184 -4.597
C 5.955 -3.592 6.278
C 4.904 -2.492 6.166
C 3.479 -3.039 6.061
C 3.352 -3.906 4.819
N 3.246 -4.625 3.789
H 5.969 -4.229 5.388
H 6.953 -3.154 6.379
H 5.769 -4.225 7.153
H 5.130 -1.872 5.290
H 4.974 -1.842 7.046
H 2.763 -2.213 5.998
H 3.230 -3.636 6.945
Al -4.456 2.808 -5.309
C 4.809 5.905 -0.432
C 4.419 4.726 0.444
N 4.095 3.748 1.170
H 5.834 5.780 -0.791
H 4.136 5.970 -1.292
H 4.743 6.834 0.142
O 0.362 5.624 -6.779
H -0.367 6.235 -6.597
H 0.021 4.762 -6.498
Br -8.073 -5.390 -4.115

---

60
Properties=species:S:1:pos:R:3 method="wB97M-V/def2-TZVPD" total_energy_ha=-7653.6144 e_above_lowest_kcal_mol=0.0 charge=-1 s2=0.76 spin_multiplicity=2 lumo_energy_ev="2.35 / 1.14"
Ru 0.642 0.165 0.172
C 1.508 2.731 1.668
O 0.526 2.325 0.712
C -0.797 2.612 1.183
C -1.756 2.045 0.169
O -1.527 0.645 -0.002
C -2.517 -0.196 0.608
H 1.437 3.812 1.820
H 2.479 2.475 1.256
H 1.354 2.199 2.608
H -0.925 3.698 1.252
H -0.946 2.160 2.167
H -1.595 2.514 -0.802
H -2.787 2.220 0.482
H -3.446 -0.123 0.036
H -2.698 0.091 1.643
H -2.133 -1.212 0.560
S 4.155 -2.286 -3.436
As 3.347 -4.142 -2.879
S 2.720 -0.794 0.371
S 1.270 -2.048 -0.084
S 1.502 -4.501 -3.800
C 3.258 2.292 -1.820
C 2.804 1.103 -2.655
As 1.009 0.518 -2.182
C 0.688 -0.993 -3.355
C 0.990 -0.754 -4.826
C -0.061 1.921 -3.043
C -1.491 1.475 -3.337
H 4.266 2.602 -2.102
H 3.275 2.029 -0.761
H 2.597 3.154 -1.939
H 3.451 0.236 -2.510
H 2.809 1.337 -3.721
H -0.348 -1.298 -3.190
H 1.313 -1.805 -2.983
H 0.404 0.065 -5.252
H 0.775 -1.667 -5.384
H 2.051 -0.547 -4.969
H 0.453 2.196 -3.967
H -0.039 2.797 -2.392
H -1.504 0.695 -4.098
H -2.098 2.306 -3.705
H -1.976 1.064 -2.451
O -3.739 0.066 4.004
S -2.448 -0.096 4.631
O -2.329 0.304 6.006
N -1.297 0.579 3.703
C -0.510 -0.333 3.155
O 0.412 -0.081 2.345
C -0.815 -1.743 3.580
C -0.165 -2.909 3.220
C -0.650 -4.106 3.734
C -1.752 -4.127 4.585
C -2.400 -2.950 4.947
C -1.904 -1.774 4.426
H 0.687 -2.875 2.553
H -0.166 -5.037 3.466
H -2.109 -5.073 4.970
H -3.255 -2.957 5.609